(1)
Below is one molecule with the formula C5H7FS2 in a non-equilibrium geometry, with properties calculated with ωB97M-V/def2-TZVPD.

```
15
Properties=species:S:1:pos:R:3:lowdin_charge:R:1
S 0.568 -0.142 1.778 0.86
S -0.232 0.325 -1.896 0.87
F -2.101 -2.162 0.744 0.03
C 1.088 0.990 -0.778 -0.51
C 1.723 0.192 0.401 -0.51
C -2.029 -0.918 0.221 -0.29
C -0.783 -0.660 -0.530 -0.61
C -0.994 0.064 0.807 -0.47
H 0.754 1.972 -0.349 0.09
H -3.029 -0.452 -0.032 0.17
H -1.395 1.051 0.777 0.09
H 2.554 0.760 0.776 0.06
H 2.094 -0.749 -0.023 0.07
H 1.920 1.243 -1.446 0.06
H -0.137 -1.514 -0.452 0.09
```

## Properties
E_LUMO = 0.0291 Eh
HOMO energy = -8.8 eV
ΔE to the lowest compared entry with this formula, charge and spin = 39.4 kcal per mole
gap between HOMO and LUMO = 9.6 eV

---

(2)
Below is one molecule with the formula C5H11NO2 in a non-equilibrium geometry, with properties calculated with ωB97M-V/def2-TZVPD.

```
19
Properties=species:S:1:pos:R:3:lowdin_charge:R:1
O 0.390 2.972 -0.935 0.17
O 0.531 2.318 1.090 0.14
N 0.059 0.302 -1.722 0.06
C -1.297 -1.219 1.125 -0.05
C -0.371 0.737 -0.389 -0.26
C -0.069 -0.368 0.679 -0.39
C 0.244 2.077 -0.019 -0.56
C 1.074 -1.293 0.306 -0.12
H -0.319 -0.553 -1.917 0.03
H 1.370 -2.043 1.123 0.10
H 2.092 -0.913 -0.016 0.09
H 0.150 2.680 -1.814 0.11
H -1.950 -0.380 1.522 0.10
H 0.797 -1.999 -0.517 0.08
H 1.071 0.044 -1.641 0.09
H -0.923 -1.939 1.842 0.07
H -1.746 -1.572 0.196 0.07
H 0.277 0.254 1.554 0.13
H -1.380 0.895 -0.466 0.12
```

## Properties
E_LUMO = 0.0254 Eh
HOMO energy = -9.9 eV
ΔE to the lowest compared entry with this formula, charge and spin = 29.5 kcal per mole
gap between HOMO and LUMO = 10.6 eV

---

(3)
Below is a 9-piece molecular cluster, C30H85N11O9 overall in a non-equilibrium geometry, with properties calculated with ωB97M-V/def2-TZVPD.

```
135
Properties=species:S:1:pos:R:3:lowdin_charge:R:1
O -5.579 -4.081 3.621 -0.20
O -6.325 3.946 3.642 0.01
O -0.070 0.270 0.650 -0.20
O 3.934 -0.594 3.435 0.02
O -3.766 2.432 -3.664 -0.23
O 5.443 1.506 1.280 -0.17
O 4.707 -5.969 1.855 -0.19
O -4.899 5.592 -0.427 -0.19
O 3.230 -0.674 -3.141 -0.20
N -5.532 1.795 3.416 0.15
N 2.380 1.087 3.211 0.15
N -2.442 4.138 -1.401 0.06
N 8.656 -0.208 0.906 0.03
N 5.730 -2.078 -3.629 0.04
N -4.967 0.806 -1.632 0.05
N -3.741 0.611 1.116 0.03
N -5.459 3.212 1.661 0.16
N 1.798 -1.054 2.737 0.15
N 3.359 -3.466 2.317 0.06
N -4.484 -2.401 1.764 0.04
C -5.780 3.070 2.990 -0.68
C 2.803 -0.223 3.166 -0.68
C 6.351 0.599 0.737 -0.23
C -3.459 -1.046 -2.350 -0.05
C 3.422 -4.083 0.977 -0.44
C -1.406 -0.180 0.851 -0.19
C -2.138 6.083 -2.819 -0.07
C -5.950 -4.878 4.726 -0.10
C 7.702 0.796 1.395 -0.45
C -3.744 3.068 -4.922 -0.09
C -1.974 1.851 2.251 -0.04
C 3.361 -3.020 -0.088 -0.06
C -2.320 1.023 1.020 -0.42
C -6.285 5.499 -0.328 -0.15
C -2.863 5.532 -1.599 -0.42
C -4.209 -3.869 1.668 -0.41
C 4.477 -0.057 -3.401 -0.23
C -2.794 -4.076 1.153 -0.07
C -4.376 -4.529 3.042 -0.22
C -3.685 1.033 -3.735 -0.22
C -3.713 0.449 -2.336 -0.43
C 4.562 -5.065 0.784 -0.21
C 0.257 0.295 -0.719 -0.10
C 3.741 -6.998 1.872 -0.11
C -4.375 5.704 -1.740 -0.19
C 4.218 1.501 0.585 -0.11
C 8.280 2.199 1.242 -0.05
C 5.615 -0.847 -2.809 -0.42
C 6.946 -0.140 -3.010 -0.07
C 2.212 -0.121 -3.957 -0.10
H -2.827 3.546 -2.139 0.04
H 8.142 2.561 0.218 0.08
H 9.375 2.160 1.292 0.07
H -2.695 -3.679 0.142 0.07
H -4.784 2.564 1.281 0.04
H -6.201 -5.887 4.379 0.09
H 3.568 2.271 0.992 0.08
H 3.022 1.775 3.561 0.10
H 3.546 -7.290 2.906 0.09
H 1.483 1.409 2.899 0.08
H 4.402 -5.618 -0.154 0.13
H -2.796 2.892 -5.444 0.10
H -5.599 4.061 1.145 0.04
H 1.275 0.663 -0.819 0.09
H -2.201 1.281 3.160 0.09
H -3.866 4.131 -4.734 0.07
H -2.567 5.816 -3.790 0.06
H 2.343 0.964 -4.013 0.09
H -2.615 -5.155 1.141 0.08
H 4.463 0.983 -3.034 0.12
H 6.052 -0.429 1.004 0.12
H -4.939 -4.364 1.023 0.14
H 2.469 -2.396 -0.042 0.07
H 1.259 -0.411 -3.522 0.07
H -2.890 3.782 -0.558 0.05
H 0.184 -0.706 -1.166 0.08
H -3.523 -4.290 3.690 0.14
H 6.474 0.682 -0.352 0.11
H 2.780 -6.695 1.452 0.08
H 2.310 -0.555 -4.960 0.09
H -6.712 4.575 -0.733 0.09
H -4.425 -5.612 2.870 0.13
H 8.291 -1.120 1.177 0.07
H -0.443 0.928 -1.283 0.08
H 2.488 -4.653 0.875 0.13
H 4.403 1.719 -0.476 0.08
H -2.885 0.917 -1.793 0.11
H -5.717 0.499 -2.254 0.09
H -4.067 -1.543 -3.108 0.08
H -4.794 -2.267 2.733 0.07
H -2.060 -3.548 1.761 0.07
H -0.971 2.264 2.255 0.07
H -2.504 6.113 -0.750 0.14
H -2.190 7.180 -2.839 0.08
H -5.060 1.219 2.729 0.05
H -4.217 0.505 0.208 0.04
H 9.502 -0.117 1.458 0.07
H 3.516 -4.212 2.992 0.09
H -3.771 -0.387 1.358 0.03
H 7.929 2.866 2.022 0.08
H -4.786 4.917 -2.380 0.12
H 5.501 -4.516 0.663 0.13
H -4.547 6.723 -2.107 0.13
H 4.582 0.001 -4.492 0.13
H -3.761 -1.454 -1.380 0.07
H -2.271 1.679 0.143 0.11
H -2.744 2.624 2.314 0.06
H 4.119 -7.893 1.367 0.09
H -2.396 -1.270 -2.420 0.08
H 5.013 -2.766 -3.454 0.06
H -4.545 2.694 -5.569 0.09
H -5.561 1.544 4.384 0.10
H 7.018 0.878 -2.633 0.07
H -5.150 -4.959 5.469 0.09
H 7.697 -0.769 -2.520 0.08
H 7.259 -0.134 -4.056 0.08
H 3.257 -3.440 -1.098 0.08
H -2.734 0.745 -4.211 0.14
H -1.718 -0.864 0.058 0.11
H 4.284 -2.433 -0.105 0.07
H 6.650 -2.489 -3.556 0.06
H -1.446 -0.703 1.814 0.12
H 7.511 0.643 2.468 0.14
H 4.207 -2.903 2.413 0.08
H 3.704 0.538 0.684 0.08
H 5.402 -1.119 -1.772 0.12
H -6.827 -4.445 5.200 0.09
H 2.043 -2.001 2.460 0.05
H -1.074 5.856 -2.798 0.08
H -6.588 5.627 0.714 0.09
H -5.411 -2.219 1.371 0.09
H -4.495 0.610 -4.349 0.13
H -5.032 1.821 -1.707 0.07
H 0.862 -0.698 2.749 0.07
H -6.826 6.343 -0.789 0.09
```

## Properties
E_LUMO = 0.0102 Eh
HOMO energy = -9.1 eV
ΔE to the lowest compared entry with this formula, charge and spin = 11.7 kcal per mole
gap between HOMO and LUMO = 9.4 eV

---

- E_LUMO of number 2 (C5H11NO2)?
  0.0254 Eh

---

- Among the records above, which one has the highest gap between HOMO and LUMO?
  C5H11NO2